{"formula": "C7H8Cl6", "method": "ωB97M-V/def2-TZVPD", "lumo_energy_ev": 0.27, "energy_ha": -3032.6847, "smiles": "C[C@]1(Cl)[C@H](Cl)[C@@H](Cl)[C@H](Cl)[C@H](Cl)[C@H]1Cl", "elements": ["Cl", "Cl", "Cl", "Cl", "Cl", "Cl", "C", "C", "C", "C", "C", "C", "C", "H", "H", "H", "H", "H", "H", "H", "H"], "coordinates": [[1.64805, 0.99948, 3.11179], [-0.56123, -2.21799, 0.38965], [-1.72923, -0.09090, 2.58941], [1.90720, 2.26637, 0.09664], [-1.32639, 1.99030, -0.91398], [2.16723, -1.74488, -0.99293], [-1.04018, -0.98209, -2.08233], [0.79177, 0.35003, 1.71512], [-0.39817, -0.70258, -0.59923], [-0.65392, 0.73242, 1.48585], [1.65168, 0.51093, 0.44533], [-1.19843, 0.45171, 0.05238], [1.05038, -0.21979, -0.73542], [-0.72954, -1.79679, -2.70604], [-2.12092, -1.14049, -1.91236], [-0.92088, -0.09066, -2.66270], [0.73571, -0.70577, 1.93587], [-0.69778, 1.78993, 1.64490], [2.61309, 0.04583, 0.71889], [-2.22666, 0.08357, 0.05676], [1.03822, 0.47137, -1.63759]]}

=====

{"formula": "C7H8ClF3NO4", "method": "ωB97M-V/def2-TZVPD", "lumo_energy_ev": 3.12, "energy_ha": -1387.1279, "smiles": "CN[C@@](COC(F)(F)F)(CC(=O)Cl)C(=O)[O-]", "total_charge": -1, "elements": ["C", "N", "C", "C", "O", "C", "F", "F", "F", "C", "C", "O", "Cl", "C", "O", "O", "H", "H", "H", "H", "H", "H", "H", "H"], "coordinates": [[0.05446, 2.72627, -0.31670], [0.62811, 1.54340, 0.34420], [-0.08211, 0.28251, 0.04378], [1.04083, -0.73033, -0.42365], [0.54710, -2.08525, -0.55104], [1.46003, -2.90596, -1.09160], [1.15307, -4.21840, -0.85854], [1.50737, -2.79165, -2.45087], [2.72286, -2.72722, -0.57459], [-0.69558, -0.32056, 1.37381], [-1.78449, 0.57150, 2.01290], [-1.74649, 1.73988, 2.11924], [-3.30953, -0.23561, 2.64021], [-1.13674, 0.36699, -1.11508], [-2.28394, 0.82627, -0.96566], [-0.79874, -0.10753, -2.26074], [0.25111, 2.76161, -1.41506], [0.56466, 3.63861, 0.10268], [-1.03302, 2.88020, -0.09087], [0.63199, 1.67922, 1.35498], [1.85054, -0.63889, 0.35285], [1.49330, -0.36287, -1.37731], [-1.16223, -1.29193, 1.06385], [0.12742, -0.60029, 2.08322]]}

=====

{"formula": "C7H8ClN", "method": "ωB97M-V/def2-TZVPD", "lumo_energy_ev": [0.16, 0.19], "energy_ha": -786.3713, "smiles": "C=c1cc[nH]/c1=C(\\C)Cl", "elements": ["C", "C", "C", "C", "C", "C", "C", "N", "Cl", "H", "H", "H", "H", "H", "H", "H", "H"], "coordinates": [[1.03112, -0.73044, -1.87344], [1.74876, 0.23237, -1.23789], [-0.14925, -1.04303, -0.96441], [0.03594, -0.11622, 0.16674], [-1.10409, -1.93080, -1.31126], [-0.92889, 0.32090, 1.31466], [-0.50759, 1.56001, 2.01160], [1.20342, 0.57005, -0.01394], [-2.33971, -0.53247, 1.79982], [1.24946, -1.15606, -2.89165], [2.66272, 0.73485, -1.37339], [-1.87458, -2.43847, -0.68658], [-0.99840, -2.38964, -2.31570], [-1.23251, 1.55015, 2.80003], [0.37391, 1.31515, 2.58212], [-0.50423, 2.53699, 1.56688], [1.33391, 1.51666, 0.42641]]}

=====

{"formula": "C7H8ClN3S", "method": "ωB97M-V/def2-TZVPD", "lumo_energy_ev": 0.64, "energy_ha": -1294.0635, "smiles": "Cc1cc(Cl)c2c(c1)NSN2N", "elements": ["C", "C", "C", "C", "C", "C", "C", "N", "N", "N", "S", "Cl", "H", "H", "H", "H", "H", "H", "H", "H"], "coordinates": [[-0.96504, -1.01941, 0.31012], [-0.88537, 1.26452, 0.38333], [-1.66732, 0.17099, 0.48143], [0.43030, -1.09860, 0.34162], [1.12429, 0.12561, 0.24754], [0.45969, 1.34041, 0.24873], [-3.10143, 0.35830, 0.33836], [1.18518, -2.25263, 0.37393], [2.75830, -0.12081, -0.14448], [3.04266, 0.39475, -1.39111], [2.96105, -1.76420, 0.27162], [1.42732, 2.75357, 0.40605], [-1.39353, -2.01158, 0.46424], [-1.42707, 2.20285, 0.23763], [-3.67289, -0.54201, 0.50185], [-3.52111, 1.09215, 0.96505], [-3.20633, 0.79482, -0.68535], [0.90914, -3.17200, 0.18699], [2.58908, 0.06354, -2.22861], [2.95307, 1.41972, -1.30893]]}

=====

{"formula": "C7H8CuO5", "method": "ωB97M-V/def2-TZVPD", "lumo_energy_ev": [-10.66, -11.46], "energy_ha": -2287.3459, "multiplicity": 2, "total_charge": 2, "elements": ["Cu", "O", "C", "C", "O", "C", "O", "C", "O", "C", "H", "H", "C", "H", "H", "C", "O", "H", "H", "H", "H"], "coordinates": [[-0.56148, 0.01793, -0.17507], [1.02840, -2.54516, -0.02214], [0.52842, -1.51404, -0.10574], [-0.30459, 1.86524, -0.21258], [0.08482, 2.94815, -0.30038], [0.09090, 0.22868, -1.88541], [0.50745, 0.26351, -2.95202], [0.19130, 0.46727, 1.45851], [0.78963, 0.63320, 2.42876], [3.28164, 0.24580, -0.36604], [3.48085, -0.25263, 0.59157], [3.32276, -0.38455, -1.26381], [3.05958, 1.56007, -0.43908], [2.91370, 2.06797, -1.40046], [3.07222, 2.19551, 0.45512], [-3.58847, -1.57056, 0.95132], [-2.97726, -0.69159, -0.01014], [-3.01416, -1.56150, 1.88793], [-3.58584, -2.58599, 0.54114], [-4.63468, -1.29576, 1.13606], [-3.68520, -0.09156, -0.31754]]}

=====

{"formula": "C7H8GaN2O4S", "method": "ωB97M-V/def2-TZVPD", "lumo_energy_ev": -14.99, "energy_ha": -3003.5948, "total_charge": 3, "elements": ["Ga", "O", "C", "C", "O", "C", "O", "C", "O", "C", "H", "H", "C", "H", "H", "N", "C", "N", "S", "H", "H", "H", "H"], "coordinates": [[0.03637, 0.26259, -0.45470], [0.64573, -2.52539, -1.88674], [0.46369, -1.38075, -1.71793], [-0.34065, 2.21511, 0.25598], [-0.58031, 2.95838, 1.11974], [-2.00128, 0.21444, -1.20722], [-3.03696, -0.22528, -0.83306], [2.14933, 0.77439, -0.53584], [3.09337, 0.60182, 0.15856], [0.47324, 1.70588, -4.34223], [1.47062, 1.15664, -4.10625], [-0.37115, 0.90868, -4.40519], [0.21428, 2.86420, -3.70661], [-0.84350, 3.02064, -3.24947], [0.99966, 3.26851, -2.95046], [-0.53560, -1.14064, 4.24422], [-0.26307, -1.75783, 3.08011], [-0.10730, -3.08103, 3.18447], [-0.12231, -0.89897, 1.57961], [-0.61156, -1.62499, 5.13387], [-0.66043, -0.13376, 4.23978], [0.10303, -3.59750, 2.35555], [-0.17521, -3.58514, 4.04382]]}

=====

Q: Number 6 is which compound?
A: C7H8GaN2O4S